Computed, not measured: a 2-piece molecular cluster, C33H57BF9N3O9S2 overall in a non-equilibrium geometry, with ωB97M-V with the def2-TZVPD basis set.

HOMO (alpha / beta) (eV): -9.3 / -10.4
Frontier orbital gap (alpha / beta) (eV): 6.373 / 7.502
<S²>: 0.75
LUMO level (alpha / beta) (eV): -2.9401 / -2.9401
Net charge: +1
2S+1: 2

Geometry as XYZ:
```
114
Properties=species:S:1:pos:R:3:forces:R:3:mulliken_spin:R:1
C 4.3444 1.8809 2.9879 -0.1 -0.1 -0.1 0.00
O 4.4678 2.1157 1.5982 0.1 0.1 0.0 0.00
C 3.4026 2.8381 1.0178 0.3 0.0 0.0 0.00
C 3.9275 3.5011 -0.2466 -0.1 0.0 -0.1 0.00
C 2.8718 3.9281 -1.2935 -0.1 -0.2 0.1 0.00
C 1.4350 4.0971 -0.7934 -0.1 0.3 0.0 0.00
C 1.2451 5.2713 0.1920 -0.2 -0.2 0.0 0.00
C 0.3844 4.9028 1.4036 0.0 0.0 -0.1 0.00
C -1.1241 4.8121 1.0685 0.2 -0.1 0.4 0.00
C -1.6930 3.3988 1.1429 -0.1 0.3 -0.1 0.00
N -1.8538 2.9679 2.5930 0.1 0.1 0.1 0.00
C -0.9445 1.8420 2.9803 0.1 -0.2 -0.3 0.00
C -1.4113 0.5130 2.3448 0.0 0.8 0.3 0.00
S -0.2089 -0.6586 3.0296 0.1 -0.1 0.3 0.00
O 1.0733 -0.0254 2.9570 0.1 0.0 -0.2 0.00
O -0.7276 -1.0831 4.2935 -0.2 -0.1 -0.1 0.00
C -0.0905 -2.2280 1.9966 -0.2 0.2 -0.1 0.00
F 0.9559 -2.8616 2.5221 0.1 0.0 0.0 0.00
F -1.1951 -2.9375 2.2203 0.0 -0.1 0.1 0.00
C 0.0521 -2.1046 0.4520 0.1 0.1 0.3 0.00
F -1.0408 -1.4353 0.0204 -0.1 0.1 0.0 0.00
F 0.0127 -3.3416 -0.0380 0.0 -0.2 -0.1 0.00
C 1.2727 -1.3630 -0.1620 0.1 -0.2 -0.1 0.00
F 1.1089 -1.4633 -1.4875 0.0 -0.1 -0.2 0.00
F 1.1791 -0.0623 0.1679 0.0 0.2 0.1 0.00
C 2.7049 -1.8836 0.1843 0.2 0.1 0.2 0.00
F 2.6993 -3.2152 0.3043 0.1 0.4 -0.1 0.00
F 3.5382 -1.5281 -0.7971 -0.3 -0.1 0.6 0.00
F 3.1147 -1.3377 1.3345 -0.1 -0.3 -0.4 0.00
C -2.8580 0.2308 2.7502 0.0 -0.1 -0.3 0.00
N -3.3098 -0.9993 2.1277 0.5 0.6 0.0 0.00
C -3.8642 -1.8792 2.7324 -0.5 -0.5 0.2 0.00
S -4.6179 -3.0131 3.4709 0.0 -0.2 0.0 0.00
C -3.7339 1.4034 2.2779 0.2 -0.3 0.2 0.00
C -5.2299 1.1421 2.5189 -0.2 0.2 0.0 0.00
O -5.8090 0.3990 1.4767 0.2 -0.2 -0.1 0.00
C -6.4392 1.1555 0.4934 0.0 0.0 -0.1 0.00
O -7.7522 1.4055 0.8933 -0.1 0.0 0.1 0.00
C -8.6458 1.6939 -0.1826 0.2 0.1 0.2 0.00
C -9.7353 2.6346 0.2926 0.0 0.0 0.1 0.00
O -10.8798 1.9956 0.8293 0.0 0.0 0.0 0.00
C -3.2990 2.6951 2.9716 -0.3 -0.1 -0.2 0.00
C -3.4871 2.7266 4.4907 0.1 0.4 0.0 0.00
B -3.7896 4.1855 5.0680 -0.3 0.0 0.2 0.00
O -3.4628 4.5529 6.3366 0.4 0.2 -0.3 0.00
O -4.4481 5.0768 4.2649 0.7 -0.1 -0.5 0.00
H 4.9702 2.5822 3.5463 -0.1 0.0 0.0 0.00
H 4.6678 0.8614 3.1957 0.1 0.0 0.0 0.00
H 3.3063 1.9711 3.3206 0.0 0.0 0.0 0.00
H 2.5925 2.1365 0.7865 -0.2 0.0 0.1 0.00
H 3.0431 3.5931 1.7305 -0.1 0.0 0.0 0.00
H 4.6011 2.7756 -0.7058 0.0 0.1 0.0 0.00
H 4.5464 4.3528 0.0399 0.0 0.0 0.0 0.00
H 2.8631 3.1892 -2.0971 0.0 0.0 0.0 0.00
H 3.1731 4.8776 -1.7411 0.1 -0.1 -0.1 0.00
H 0.7984 4.2752 -1.6640 0.0 -0.1 0.0 0.00
H 1.0718 3.1659 -0.3456 0.1 0.0 0.0 0.00
H 2.2088 5.6546 0.5309 0.0 -0.1 0.0 0.00
H 0.7359 6.0816 -0.3366 0.2 0.2 0.1 0.00
H 0.7334 3.9307 1.7681 0.1 0.0 0.1 0.00
H 0.5566 5.6172 2.2106 -0.1 0.0 0.0 0.00
H -1.3271 5.2122 0.0743 0.0 -0.1 0.0 0.00
H -1.6925 5.4495 1.7567 -0.1 0.0 -0.1 0.00
H -2.6799 3.3659 0.6878 0.0 -0.1 0.0 0.00
H -1.0364 2.6875 0.6465 -0.1 0.0 0.0 0.00
H -1.5499 3.7806 3.1336 0.0 -0.1 0.1 0.00
H 0.0578 2.0948 2.6468 0.0 0.0 0.0 0.00
H -0.9175 1.7585 4.0656 -0.1 0.1 0.0 0.00
H -1.3235 0.5960 1.2612 0.1 -0.4 0.0 0.00
H -2.9076 0.1501 3.8412 0.0 0.0 0.0 0.00
H -3.5903 1.4779 1.1946 -0.1 0.1 0.0 0.00
H -5.7529 2.1007 2.6273 0.0 0.0 0.1 0.00
H -5.3848 0.5778 3.4414 0.0 0.0 0.0 0.00
H -6.3999 0.5831 -0.4377 -0.1 -0.1 0.1 0.00
H -5.9108 2.1149 0.3423 0.0 0.0 0.0 0.00
H -8.0978 2.1710 -1.0021 0.0 0.0 0.0 0.00
H -9.0727 0.7488 -0.5387 0.0 0.1 -0.2 0.00
H -9.3089 3.2795 1.0667 0.0 0.0 -0.1 0.00
H -10.0463 3.2762 -0.5362 -0.1 -0.1 0.0 0.00
H -10.7620 1.0431 0.8054 0.0 0.0 0.0 0.00
H -3.8657 3.5270 2.5478 0.1 0.0 0.0 0.00
H -2.6370 2.3064 5.0335 -0.1 -0.2 -0.1 0.00
H -4.3508 2.1060 4.7457 0.1 0.0 0.1 0.00
H -2.7941 4.0059 6.7578 -0.2 -0.1 0.2 0.00
H -4.1750 5.9903 4.4059 -0.5 0.1 0.4 0.00
C 3.0460 -4.8448 -3.0212 0.1 -0.1 0.1 0.03
C 4.0923 -4.2373 -3.9829 -0.5 -0.1 0.5 0.00
C 3.4819 -4.0048 -5.3716 0.1 0.0 -0.2 0.04
C 3.2996 -5.2749 -6.2011 0.0 0.0 0.1 -0.02
C 4.5954 -6.0815 -6.2581 -0.1 0.2 -0.1 0.03
C 5.1561 -6.4025 -4.8713 -0.1 -0.6 0.3 0.00
N 5.2956 -5.1228 -4.1019 -0.1 0.3 -1.0 0.39
O 6.3471 -4.4725 -4.4319 0.3 0.0 0.3 0.54
C 4.2513 -7.4108 -4.1528 -0.1 0.1 0.1 0.02
C 6.5309 -7.0489 -4.9864 0.1 0.1 -0.1 -0.01
C 4.5381 -2.9024 -3.3984 0.1 0.1 -0.2 -0.01
H 3.4915 -5.5907 -2.3657 0.0 0.0 0.0 -0.02
H 2.6340 -4.0627 -2.3814 0.0 0.0 -0.1 0.00
H 2.2101 -5.3073 -3.5451 0.0 0.0 0.0 0.00
H 4.1317 -3.3197 -5.9248 0.1 0.0 0.0 0.00
H 2.5247 -3.4929 -5.2403 0.0 0.0 0.0 0.00
H 2.4836 -5.8845 -5.8036 0.0 0.0 0.0 0.00
H 3.0013 -4.9974 -7.2136 0.0 0.0 0.0 0.00
H 4.4415 -7.0198 -6.7957 0.0 0.0 0.0 0.00
H 5.3444 -5.5145 -6.8191 0.0 0.0 0.1 0.01
H 4.6020 -7.5884 -3.1353 0.0 0.0 0.0 -0.01
H 4.2904 -8.3560 -4.6945 0.0 0.0 0.0 0.00
H 3.2075 -7.1145 -4.1086 0.0 0.0 0.0 0.00
H 7.2227 -6.4327 -5.5542 0.0 0.0 0.0 0.00
H 6.4248 -8.0085 -5.4938 0.0 0.0 0.0 0.00
H 6.9595 -7.2260 -3.9995 0.0 0.0 0.0 0.00
H 5.0483 -3.0378 -2.4444 0.0 0.0 0.0 -0.01
H 3.6558 -2.2798 -3.2429 0.0 0.0 0.0 0.00
H 5.2097 -2.3774 -4.0724 0.1 0.0 0.0 0.00
```
Positions in Å, forces in eV/Å.

=====

Computed, not measured: a 13-piece molecular cluster, C26H49Cl26N2O3P overall in a non-equilibrium geometry, with ωB97M-V with the def2-TZVPD basis set.

HOMO (eV): -9.4
Frontier orbital gap (eV): 9.628
LUMO level (eV): 0.2623

Geometry as XYZ:
```
107
Properties=species:S:1:pos:R:3:forces:R:3:mulliken_charge:R:1
C -0.2201 2.0193 -0.1919 -1.3 0.2 0.0 0.98
C -0.8181 3.3270 0.2428 -1.3 -3.0 -3.7 0.36
O -0.3985 3.9661 1.0944 2.0 3.3 4.1 -0.45
O -1.9484 3.7075 -0.4555 -0.5 -0.3 0.2 -0.45
C -3.1100 3.2693 0.2928 -0.3 0.1 -0.7 -0.54
C -4.2013 2.7917 -0.6765 -0.4 0.4 1.0 -0.85
C -4.7706 1.4213 -0.3392 0.5 -0.2 -0.5 -1.34
C -3.7488 0.2824 -0.3869 -0.7 -0.1 -0.7 0.39
C -4.4932 -1.0762 -0.4044 0.9 0.8 0.2 -1.24
C -3.7262 -2.2136 0.2306 -0.9 -0.5 -0.6 0.04
C -2.3379 -2.5542 -0.3128 -0.1 -0.2 0.7 0.12
C -2.2674 -2.7825 -1.8152 0.9 0.0 0.6 -1.04
C -0.8190 -2.9616 -2.3343 -0.3 0.5 -0.4 -0.84
C -0.5301 -2.1951 -3.6431 0.3 -0.7 0.3 -0.63
Cl 0.7129 -0.9070 -3.4742 -0.3 0.0 0.1 -0.18
C -2.0718 -3.7544 0.6030 -2.4 5.0 0.5 -0.10
O -1.5562 -4.7444 0.3636 2.3 -4.5 -0.8 -0.50
N -2.5829 -3.3591 1.9183 1.1 0.3 0.2 -0.36
C -3.6335 -2.3850 1.7662 -0.2 -0.9 -1.0 1.01
Cl -5.1715 -3.2596 2.2865 -0.3 0.3 0.1 -0.21
P -3.5258 -0.9358 2.9238 1.3 0.4 1.3 0.11
N -2.0963 -0.7756 3.5771 -0.6 0.0 -0.3 -0.47
H 0.2794 1.5855 0.6639 -0.1 0.0 -0.5 -0.62
H -1.0205 1.3609 -0.5187 -0.1 -0.2 -0.1 -0.28
H 0.4486 2.1399 -1.0378 -0.5 0.3 0.2 -0.04
H -2.8343 2.4868 1.0034 0.1 -0.1 -0.1 0.52
H -3.4949 4.0937 0.8875 0.2 0.2 0.1 0.42
H -3.8777 2.8629 -1.7081 0.4 -0.2 -0.1 0.52
H -5.0165 3.5076 -0.5949 -0.2 0.1 -0.1 0.35
H -5.5083 1.1914 -1.1075 -0.2 0.0 0.0 0.46
H -5.3082 1.4065 0.6100 0.0 0.2 0.2 0.29
H -2.9768 0.3478 0.3763 0.0 0.0 0.2 0.23
H -3.2397 0.3724 -1.3484 0.3 0.1 0.0 0.34
H -5.4997 -0.9741 -0.0035 -0.1 -0.1 0.4 0.46
H -4.6353 -1.3367 -1.4506 -0.2 -0.1 -0.1 0.69
H -4.2972 -3.0989 -0.0689 0.0 0.1 0.2 -0.54
H -1.5932 -1.8396 0.0616 0.1 0.4 -0.4 0.46
H -2.7308 -1.9230 -2.2938 -0.1 0.0 -0.2 0.45
H -2.7998 -3.6987 -2.0530 -0.5 0.1 -0.1 0.37
H -0.6657 -4.0161 -2.5323 0.2 -0.2 0.1 0.32
H -0.0722 -2.6662 -1.6035 0.0 0.0 0.2 0.55
H -0.1080 -2.8964 -4.3480 0.1 0.0 -0.3 0.37
H -1.4180 -1.7611 -4.0823 -0.1 0.2 0.0 0.39
H -1.7451 -2.9370 2.3366 -0.4 -0.1 0.9 0.17
H -4.4868 -1.1399 3.9291 -0.4 0.0 -0.6 0.10
H -3.8973 0.2380 2.2313 -0.5 -0.5 -0.2 0.02
H -2.2344 -0.8851 4.5772 0.4 0.0 0.1 0.18
C 1.4265 0.0437 3.3823 -0.1 -0.1 0.2 -0.37
Cl 1.7421 1.2784 2.1611 0.7 0.0 0.7 -0.05
Cl 0.8022 -1.4249 2.6307 0.6 0.1 -0.5 -0.13
H 2.3479 -0.1941 3.9021 0.1 0.0 -0.1 0.25
H 0.6901 0.4293 4.0802 -0.1 0.0 -0.1 0.30
C 0.8419 -3.9381 5.6932 0.0 0.1 0.1 0.06
Cl 0.3511 -4.7554 7.1867 0.1 0.0 0.0 -0.19
Cl -0.4240 -2.8663 5.0791 -0.1 -0.3 0.3 -0.05
H 1.7303 -3.3413 5.8905 -0.5 -0.3 0.1 -0.15
H 1.0566 -4.6885 4.9399 -0.1 0.0 0.0 0.31
C 3.0961 3.0823 -0.7653 0.0 0.0 0.1 -0.17
Cl 3.4141 4.2698 -2.0362 0.0 0.0 0.0 -0.17
Cl 2.4175 1.5898 -1.4253 1.3 -0.4 -0.4 -0.15
H 4.0276 2.8485 -0.2631 0.0 0.0 -0.1 0.41
H 2.3878 3.5044 -0.0601 -0.1 0.0 0.0 0.05
C 5.0141 -3.6125 5.8858 0.0 -0.1 0.0 -0.09
Cl 4.5206 -4.4422 7.3648 0.0 0.0 0.0 -0.16
Cl 3.7316 -2.5487 5.2809 0.5 0.3 -0.2 -0.09
H 5.8932 -3.0142 6.0948 -0.1 0.1 0.0 0.37
H 5.2382 -4.3535 5.1271 -0.2 0.1 0.1 -0.05
C 4.8132 1.0936 -4.2765 0.0 0.1 0.1 0.27
Cl 4.2690 0.9134 -5.9506 -0.1 0.1 0.0 -0.20
Cl 5.7849 -0.2897 -3.7627 0.0 0.0 0.0 -0.15
H 5.4136 1.9926 -4.1987 0.1 0.0 -0.1 0.29
H 3.9448 1.1697 -3.6328 0.0 -0.1 -0.1 -0.19
C -3.8666 6.3914 -1.8137 0.1 -0.1 0.1 1.22
Cl -2.9668 7.4355 -2.9188 0.0 0.0 0.0 -0.19
Cl -5.2870 5.6819 -2.5994 0.0 0.0 0.0 -0.18
H -3.2135 5.5908 -1.4805 0.0 0.0 -0.1 -0.40
H -4.2004 6.9848 -0.9687 0.0 0.0 -0.3 -0.41
C -6.8825 -5.1869 -0.1214 0.0 -0.1 0.1 -0.17
Cl -6.1097 -4.1448 -1.3269 -0.1 -0.1 -0.1 -0.11
Cl -8.2445 -6.0759 -0.8090 0.0 0.0 0.0 -0.17
H -6.1492 -5.8961 0.2449 0.0 0.0 -0.1 0.28
H -7.2419 -4.5673 0.6910 0.0 0.1 -0.1 0.21
C 7.7515 -4.8046 3.0016 0.1 0.0 -0.1 -0.26
Cl 7.2746 -5.6444 4.4836 0.3 -0.2 0.0 -0.14
Cl 6.4719 -3.7279 2.4282 0.0 0.0 0.0 -0.12
H 8.6382 -4.2159 3.2055 -0.1 0.0 0.1 0.27
H 7.9592 -5.5419 2.2352 -0.1 0.0 0.0 0.28
C 6.8235 -1.1758 -7.7517 -0.1 0.1 0.0 0.26
Cl 8.0147 -0.1172 -8.5163 0.0 0.0 0.0 -0.17
Cl 7.5941 -2.3560 -6.6829 -0.1 -0.1 0.0 -0.13
H 6.1403 -0.5681 -7.1684 0.1 0.0 0.1 -0.21
H 6.2827 -1.7094 -8.5246 0.1 -0.1 0.0 0.28
C 0.3008 5.8858 3.9585 0.0 0.0 -0.2 -0.02
Cl -0.6885 6.7943 5.1084 0.0 0.1 0.0 -0.18
Cl 0.8880 4.3703 4.6560 0.0 0.0 0.0 -0.14
H -0.3001 5.6555 3.0847 0.0 -0.1 0.1 0.05
H 1.1538 6.4924 3.6779 0.0 0.0 0.1 0.28
C -6.0464 9.8453 0.2043 -0.1 0.1 -0.1 -0.27
Cl -6.4532 9.8352 -1.5132 0.0 0.0 0.0 -0.14
Cl -5.3042 8.3187 0.7047 -0.1 0.1 0.3 -0.16
H -5.3454 10.6496 0.3938 0.1 -0.1 -0.1 0.27
H -6.9530 9.9943 0.7789 0.0 -0.1 0.0 0.28
C 11.3939 -3.1438 -5.6069 -0.1 0.1 0.0 -0.05
Cl 12.2014 -4.1171 -4.3702 0.0 0.0 0.1 -0.16
Cl 11.9390 -3.5672 -7.2328 0.0 0.0 0.0 -0.15
H 10.3259 -3.3149 -5.5432 0.0 -0.1 0.0 0.08
H 11.6154 -2.0984 -5.4271 0.1 0.0 0.0 0.27
```
Positions in Å, forces in eV/Å.

=====

Computed, not measured: C43H43ClI2N4O6S3Sn as an isolated structure, with ωB97M-V with the def2-TZVPD basis set.

HOMO (eV): -7.9
Frontier orbital gap (eV): 6.395
LUMO level (eV): -1.5004

Geometry as XYZ:
```
103
Properties=species:S:1:pos:R:3:forces:R:3:mulliken_charge:R:1
Sn -0.0495 1.1039 -0.1682 0.0 0.1 0.1 0.23
C 4.2814 1.4514 -0.4713 0.0 0.0 0.0 -1.13
C 3.3286 0.4775 -1.1095 0.0 0.0 0.1 0.76
C 3.0799 -0.7606 -0.5278 0.0 -0.1 0.0 -0.87
C 2.1762 -1.6552 -1.0940 0.0 0.0 0.0 0.40
C 1.9740 -3.0221 -0.4961 0.0 0.0 0.0 -0.95
C 1.4980 -1.2871 -2.2515 0.0 -0.1 0.0 1.55
C 1.7441 -0.0628 -2.8694 0.0 0.1 -0.1 0.44
C 1.0261 0.3008 -4.1443 0.0 0.0 0.0 -1.71
C 2.6628 0.8068 -2.2875 -0.1 0.0 -0.1 -0.42
H 4.7097 2.1232 -1.2157 0.0 0.0 0.0 0.32
H 5.0886 0.9306 0.0450 0.0 0.0 0.0 0.41
H 3.7656 2.0738 0.2671 0.0 0.0 0.0 0.01
H 3.6015 -1.0317 0.3850 0.0 0.0 0.0 0.37
H 2.7777 -3.6973 -0.8031 0.0 0.0 0.0 0.58
H 1.0344 -3.4528 -0.8467 0.0 0.0 0.0 -0.25
H 1.9684 -2.9855 0.5946 0.0 0.0 0.0 0.21
H 0.7841 -1.9750 -2.6961 0.0 0.0 0.0 -0.62
H 1.1331 -0.4938 -4.8842 0.0 0.0 0.0 0.44
H 1.4139 1.2257 -4.5696 0.0 0.0 0.0 0.40
H -0.0448 0.4427 -3.9726 0.0 0.0 0.0 0.22
H 2.8516 1.7672 -2.7579 0.0 0.0 0.0 0.16
C 5.9918 4.9983 -0.7983 0.0 0.0 0.0 -1.49
C 4.5384 4.9437 -1.1880 0.0 0.0 0.0 0.66
C 4.1548 4.7386 -2.5107 0.0 0.0 0.0 -0.52
C 2.8153 4.6567 -2.8650 -0.1 0.0 0.0 -0.34
C 1.8474 4.7759 -1.8795 -0.2 0.0 0.0 -0.06
C 2.1979 4.9892 -0.5585 0.1 0.0 0.1 -0.22
C 3.5423 5.0747 -0.2246 0.0 0.0 0.0 -0.79
S 0.0155 3.1772 -2.6752 -0.1 0.0 0.0 0.66
O -0.8857 3.4230 -3.7954 0.0 0.0 0.1 -0.75
O 0.4931 4.7092 -2.2137 0.2 0.0 -0.1 -0.45
N -0.8347 2.7399 -1.3407 0.0 0.0 0.0 0.07
C -1.9781 3.4192 -0.8923 0.0 0.0 -0.1 1.09
C -2.5800 4.4998 -1.4889 0.0 0.0 0.0 -0.77
C -3.7375 5.0785 -0.9244 0.0 0.0 -0.1 -1.01
C -4.3019 4.5849 0.2118 0.0 0.0 0.0 -1.02
C -3.7056 3.4766 0.8561 0.0 0.0 0.0 1.38
C -4.2064 2.9112 2.0433 0.0 0.0 0.0 -0.69
C -3.5666 1.8518 2.6220 0.0 0.0 0.0 -1.13
C -2.4066 1.3560 2.0216 0.0 0.0 0.0 0.12
N -1.9137 1.8559 0.9061 0.0 0.0 0.0 0.72
C -2.5417 2.9085 0.3053 0.0 0.0 0.0 -0.69
H 6.6352 5.0539 -1.6761 0.0 0.0 0.0 0.35
H 6.2765 4.1090 -0.2303 0.0 0.0 0.0 0.28
H 6.1990 5.8654 -0.1697 0.0 0.0 0.0 0.41
H 4.9153 4.6459 -3.2784 0.0 0.0 0.0 0.32
H 2.5111 4.5154 -3.8956 0.0 0.0 0.0 0.51
H 1.4231 5.0758 0.1912 0.0 0.0 0.0 0.64
H 3.8175 5.2395 0.8115 0.0 0.0 0.0 0.44
H -2.1716 4.9080 -2.3998 0.0 0.0 0.0 0.53
H -4.1757 5.9373 -1.4164 0.0 0.0 0.0 0.41
H -5.1847 5.0362 0.6461 0.0 0.0 0.0 0.41
H -5.0941 3.3383 2.4946 0.0 0.0 0.0 0.42
H -3.9145 1.4120 3.5454 0.0 0.0 0.0 0.50
H -1.8660 0.5272 2.4582 0.0 0.0 0.0 0.04
S -0.0170 -1.2204 2.1241 0.0 -0.1 -0.1 -0.02
C -0.7202 -2.6022 1.5550 0.0 -0.1 -0.1 0.06
N -0.6550 -3.7766 2.2038 0.0 0.1 0.0 0.39
C -1.3811 -4.9453 1.7283 0.0 0.0 0.0 -1.14
C -1.2319 -5.0291 0.2371 0.0 0.0 0.0 -0.47
N -1.7103 -3.7859 -0.3598 0.0 0.0 0.0 0.30
C -2.4291 -3.8750 -1.6383 0.0 0.0 0.0 -2.26
C -1.5555 -3.6534 -2.8498 0.0 0.0 0.0 1.16
C -0.5094 -4.5263 -3.1381 0.0 0.0 0.0 -0.20
C 0.2695 -4.3429 -4.2705 0.0 0.0 0.0 -0.76
C -0.0036 -3.2917 -5.1358 0.0 0.0 0.0 -0.46
C -1.0516 -2.4255 -4.8608 0.0 0.0 0.0 -0.70
C -1.8196 -2.6017 -3.7182 0.0 0.0 0.0 -0.12
C -1.4767 -2.6021 0.2176 -0.1 0.0 0.2 -0.18
S -2.0508 -1.1924 -0.4424 0.0 0.1 0.0 -0.24
C -0.0435 -3.9224 3.5294 -0.1 0.0 0.0 -1.48
C -1.0953 -4.1072 4.5966 0.0 0.0 0.0 0.62
C -1.0890 -5.2279 5.4158 0.0 0.0 0.0 -0.45
C -2.0588 -5.3876 6.3984 0.0 0.0 0.0 -0.64
C -3.0453 -4.4279 6.5598 0.0 0.0 0.0 -0.40
C -3.0593 -3.3054 5.7399 0.0 0.0 0.0 -0.74
C -2.0889 -3.1444 4.7646 0.0 0.0 0.0 0.01
H -2.4343 -4.8882 2.0187 0.0 0.0 0.0 0.28
H -0.9521 -5.8276 2.2014 0.0 0.0 0.0 0.54
H -1.8287 -5.8489 -0.1564 0.0 0.0 0.0 0.63
H -0.1857 -5.2051 -0.0308 0.0 0.0 0.0 0.18
H -3.2352 -3.1441 -1.6224 0.0 0.0 0.0 0.67
H -2.8719 -4.8702 -1.6739 0.0 0.0 0.0 0.55
H -0.3041 -5.3658 -2.4821 0.0 0.0 0.0 0.37
H 1.0846 -5.0231 -4.4818 0.0 0.0 0.0 0.42
H 0.6022 -3.1476 -6.0215 0.0 0.0 0.0 0.39
H -1.2651 -1.6007 -5.5287 0.0 0.0 0.0 0.44
H -2.6248 -1.9128 -3.4911 0.0 0.0 0.0 0.40
H 0.5584 -3.0375 3.7165 0.0 0.0 0.0 0.51
H 0.6189 -4.7901 3.4955 0.0 0.0 0.0 0.45
H -0.3167 -5.9797 5.2912 0.0 0.0 0.0 0.36
H -2.0422 -6.2629 7.0351 0.0 0.0 0.0 0.38
H -3.8018 -4.5501 7.3242 0.0 0.0 0.0 0.38
H -3.8238 -2.5499 5.8689 0.0 0.0 0.0 0.41
H -2.0898 -2.2617 4.1346 0.0 0.0 0.0 0.47
O -1.5744 3.9961 3.4485 0.0 0.1 0.0 -0.60
Cl -0.8540 4.9361 2.6321 0.0 0.1 0.0 1.67
O 0.0700 5.6942 3.4156 0.0 0.0 0.0 -0.64
O -1.7510 5.7763 1.9012 0.1 0.0 0.0 -0.66
O -0.0744 4.1501 1.6314 0.0 0.0 0.0 -0.52
I 1.5267 2.4588 2.5822 0.0 0.0 0.0 0.45
I 3.2768 0.5351 3.3171 0.0 0.0 0.0 -0.37
```
Positions in Å, forces in eV/Å.